Here is FH2O2P in the gas phase at a distorted geometry from the Open Molecules 2025 dataset. Energies are from ωB97M-V with the def2-TZVPD basis set.

```
6
Properties=species:S:1:pos:R:3:mulliken_charge:R:1
O 0.9426 1.8377 0.2015 -0.49
P 0.0045 0.6649 0.1013 0.63
O -1.8762 0.0387 0.6449 -0.27
F -2.7861 0.4923 -0.3744 -0.17
H 0.4015 -0.4279 0.9451 0.14
H -0.7462 0.4287 -1.1387 0.17
```

Computed properties:
energy relative to the best compared isomer or geometry (same formula, charge and spin) = 161.10 kcal per mole
structure (SMILES) = O=[PH2]OF
Kohn-Sham gap = 10.5 eV